Model one:
{
  "formula": "C8H16O4",
  "method": "ωB97M-V/def2-TZVPD",
  "symbols": ["C", "C", "O", "C", "C", "O", "H", "H", "H", "H", "H", "H", "H", "H", "C", "C", "O", "C", "C", "O", "H", "H", "H", "H", "H", "H", "H", "H"],
  "xyz": [[1.129, 4.028, -4.432], [2.009, 2.855, -3.909], [1.059, 1.938, -3.312], [0.309, 2.473, -2.212], [-0.424, 3.832, -2.657], [0.527, 4.692, -3.277], [0.298, 3.667, -5.068], [1.773, 4.677, -5.056], [2.779, 3.071, -3.143], [2.512, 2.352, -4.758], [-0.446, 1.698, -1.974], [0.934, 2.623, -1.311], [-1.203, 3.748, -3.439], [-0.852, 4.410, -1.816], [1.807, 4.053, 1.497], [0.258, 4.343, 1.738], [-0.075, 5.541, 1.006], [0.752, 6.664, 1.299], [2.219, 6.321, 1.024], [2.618, 5.164, 1.791], [1.941, 3.822, 0.423], [2.089, 3.151, 2.073], [0.230, 4.490, 2.835], [-0.464, 3.542, 1.488], [0.522, 7.527, 0.645], [0.662, 7.004, 2.349], [2.206, 6.051, -0.050], [2.900, 7.184, 1.146]],
  "lowdin_charge": [-0.15, -0.15, -0.18, -0.14, -0.16, -0.17, 0.13, 0.12, 0.13, 0.12, 0.12, 0.10, 0.12, 0.12, -0.19, -0.14, -0.16, -0.19, -0.17, -0.14, 0.10, 0.13, 0.12, 0.13, 0.13, 0.13, 0.12, 0.13],
  "orbital_gap_ev": 10.10
}

=====

Model two:
{
  "formula": "C8H16O4",
  "method": "ωB97M-V/def2-TZVPD",
  "symbols": ["C", "C", "O", "C", "C", "O", "H", "H", "H", "H", "H", "H", "H", "H", "C", "C", "O", "C", "C", "O", "H", "H", "H", "H", "H", "H", "H", "H"],
  "xyz": [[-0.031, -0.570, 1.391], [-1.205, -1.023, 2.371], [-0.802, -2.200, 3.012], [-1.298, -3.373, 2.600], [-0.782, -4.523, 3.428], [-1.963, -3.628, 1.608], [0.905, -0.449, 1.962], [-0.304, 0.405, 0.952], [0.146, -1.287, 0.572], [-1.318, -0.185, 3.085], [-2.182, -1.175, 1.873], [-1.639, -5.079, 3.844], [-0.224, -4.063, 4.261], [-0.117, -5.235, 2.910], [2.397, 1.379, -0.946], [1.660, 2.646, -1.596], [0.874, 2.286, -2.735], [-0.170, 3.041, -3.112], [-1.022, 2.379, -4.168], [-0.331, 4.209, -2.752], [2.805, 1.655, 0.041], [3.234, 1.091, -1.605], [1.732, 0.508, -0.821], [0.933, 3.190, -0.963], [2.433, 3.370, -1.918], [-0.562, 2.465, -5.166], [-2.016, 2.857, -4.196], [-1.153, 1.309, -3.932]],
  "lowdin_charge": [-0.06, -0.21, -0.02, -0.53, 0.01, 0.08, 0.08, 0.07, 0.07, 0.12, 0.12, 0.09, 0.08, 0.09, -0.05, -0.19, -0.04, -0.52, 0.01, 0.07, 0.07, 0.07, 0.05, 0.12, 0.12, 0.09, 0.09, 0.09],
  "orbital_gap_ev": 11.03
}

=====

model two is preferred energetically. Next in line: 0.0957 hartree higher.

=====

Model one:
{
  "formula": "C5H5NO3",
  "method": "ωB97M-V/def2-TZVPD",
  "symbols": ["N", "C", "C", "O", "C", "O", "C", "C", "O", "H", "H", "H", "H", "H"],
  "xyz": [[0.627, 1.326, 1.410], [-0.232, 0.355, 0.835], [-1.539, 0.219, 0.990], [-2.628, 0.024, 1.370], [0.333, -0.572, -0.170], [1.391, -1.370, 0.212], [0.275, -0.155, -1.666], [-0.746, -1.080, -1.171], [-1.560, -1.893, -1.472], [0.195, 1.816, 2.183], [0.985, 1.995, 0.735], [1.854, -0.957, 0.954], [1.029, -0.578, -2.319], [0.016, 0.871, -1.891]],
  "lowdin_charge": [0.09, -0.27, -0.10, 0.19, -0.38, 0.06, 0.03, -0.30, 0.15, 0.09, 0.09, 0.11, 0.12, 0.11],
  "orbital_gap_ev": 8.92
}

=====

Model two:
{
  "formula": "C5H5NO3",
  "method": "ωB97M-V/def2-TZVPD",
  "symbols": ["C", "C", "C", "C", "C", "N", "O", "O", "O", "H", "H", "H", "H", "H"],
  "xyz": [[-0.853, 1.112, -0.243], [-0.437, -0.205, 0.310], [0.770, -0.848, 0.106], [0.776, -2.064, 0.805], [-0.386, -2.262, 1.475], [-0.981, -3.176, 2.316], [-0.298, -4.179, 2.488], [-2.059, -2.958, 2.814], [-1.273, -0.829, 1.082], [-1.934, 1.212, -0.174], [-0.389, 1.912, 0.333], [-0.535, 1.209, -1.277], [1.580, -0.475, -0.488], [1.588, -2.769, 0.831]],
  "lowdin_charge": [0.01, -0.38, -0.03, 0.01, 0.01, -0.41, 0.08, 0.11, 0.10, 0.09, 0.09, 0.09, 0.11, 0.13],
  "orbital_gap_ev": [8.58, 8.58]
}

=====

model one is preferred energetically. Next in line: 0.0484 hartree higher.

=====

Model one:
{
  "formula": "C4H6FNOS",
  "method": "ωB97M-V/def2-TZVPD",
  "symbols": ["C", "O", "C", "C", "N", "S", "C", "F", "H", "H", "H", "H", "H", "H"],
  "xyz": [[2.145, -1.387, 0.787], [1.922, -0.529, -0.309], [0.668, -0.013, -0.366], [-0.390, -0.981, -0.725], [-1.629, -0.998, -0.462], [-2.364, 0.261, 0.428], [0.493, 1.296, -0.250], [1.528, 2.077, 0.031], [3.117, -1.804, 0.760], [2.051, -0.803, 1.715], [1.474, -2.262, 0.708], [0.023, -1.814, -1.329], [-3.636, -0.346, 0.386], [-0.416, 1.884, -0.339]],
  "lowdin_charge": [-0.06, -0.10, -0.32, -0.24, -0.35, 0.72, -0.10, 0.06, 0.08, 0.11, 0.10, 0.13, -0.10, 0.09],
  "orbital_gap_ev": 9.62
}

=====

Model two:
{
  "formula": "C4H6FNOS",
  "method": "ωB97M-V/def2-TZVPD",
  "symbols": ["O", "N", "C", "C", "F", "C", "C", "S", "H", "H", "H", "H", "H", "H"],
  "xyz": [[1.970, -0.809, -0.269], [1.763, -0.211, 1.053], [0.854, 0.669, 1.001], [0.067, 1.066, -0.237], [-0.311, 2.344, 0.008], [-1.170, 0.265, -0.569], [-1.152, -1.189, -0.333], [-2.205, -0.230, 0.802], [2.694, -1.407, -0.064], [0.563, 1.102, 1.922], [0.744, 1.169, -1.113], [-1.734, 0.671, -1.429], [-0.291, -1.561, 0.110], [-1.792, -1.878, -0.882]],
  "lowdin_charge": [-0.08, 0.05, -0.11, -0.37, 0.00, -0.55, -0.37, 0.85, 0.09, 0.11, 0.16, 0.13, 0.03, 0.08],
  "orbital_gap_ev": 9.82
}

=====

model one is preferred energetically. Next in line: 0.0040 hartree higher.

=====

Model one:
{
  "formula": "C4H8N2O",
  "method": "ωB97M-V/def2-TZVPD",
  "symbols": ["C", "C", "C", "C", "N", "N", "O", "H", "H", "H", "H", "H", "H", "H", "H"],
  "xyz": [[-2.759, -0.392, 0.317], [-1.628, -0.074, 0.048], [0.231, 1.344, -0.902], [-0.251, 0.373, 0.097], [1.956, -1.081, -0.220], [0.633, -1.154, -0.297], [0.044, 0.578, 1.493], [-3.591, -1.038, 0.494], [-0.252, 2.254, -0.589], [1.241, 1.515, -0.600], [0.002, 1.007, -1.897], [2.218, -1.009, 0.743], [2.209, -0.326, -0.939], [0.222, -1.795, 0.358], [-0.273, -0.200, 1.894]],
  "lowdin_charge": [0.05, -0.16, -0.04, -0.53, 0.04, -0.01, 0.02, 0.00, 0.09, 0.06, 0.10, 0.10, 0.14, 0.09, 0.06],
  "multiplicity": 3,
  "orbital_gap_ev": [4.51, 7.72]
}

=====

Model two:
{
  "formula": "C4H8N2O",
  "method": "ωB97M-V/def2-TZVPD",
  "symbols": ["C", "C", "C", "C", "N", "N", "O", "H", "H", "H", "H", "H", "H", "H", "H"],
  "xyz": [[1.263, 0.149, -0.116], [-0.217, 0.303, -0.449], [0.359, -1.078, -0.117], [-0.941, 1.097, 0.624], [1.216, -1.497, -2.446], [0.596, -1.973, -1.386], [1.496, -2.308, -3.322], [2.019, 0.471, -0.813], [1.571, 0.569, 0.948], [-0.691, 0.555, -1.440], [0.070, -1.729, 0.591], [-0.963, 0.538, 1.610], [-2.061, 1.162, 0.393], [-0.491, 2.085, 0.596], [0.360, -2.969, -1.142]],
  "lowdin_charge": [-0.10, -0.32, -0.16, -0.11, -0.15, -0.05, 0.01, 0.09, 0.14, 0.15, 0.09, 0.09, 0.09, 0.07, 0.15],
  "multiplicity": 3,
  "orbital_gap_ev": [7.58, 8.13]
}

=====

model two is preferred energetically. Next in line: 0.0688 hartree higher.

=====

Model one:
{
  "formula": "CH3NO4",
  "method": "ωB97M-V/def2-TZVPD",
  "symbols": ["O", "N", "O", "O", "H", "C", "O", "H", "H"],
  "xyz": [[2.031, -0.903, -3.840], [1.342, -0.989, -2.902], [0.265, -0.452, -2.826], [1.812, -1.571, -1.765], [1.360, -1.683, -0.877], [-0.112, 0.534, 0.761], [0.177, -0.591, 0.353], [0.245, 1.064, 1.716], [-0.880, 1.246, 0.319]],
  "lowdin_charge": [0.14, -0.49, 0.08, 0.08, 0.13, -0.09, -0.04, 0.10, 0.10],
  "orbital_gap_ev": 10.85
}

=====

Model two:
{
  "formula": "CH3NO4",
  "method": "ωB97M-V/def2-TZVPD",
  "symbols": ["O", "C", "O", "H", "H", "O", "N", "O", "H"],
  "xyz": [[1.115, -0.937, 0.585], [1.626, 0.038, 0.055], [1.039, 1.197, -0.228], [2.566, 0.012, -0.356], [0.073, 1.299, -0.112], [-2.852, 0.420, 0.087], [-1.779, 0.042, 0.373], [-1.371, -0.946, -0.429], [-0.417, -1.124, 0.025]],
  "lowdin_charge": [0.04, -0.31, 0.11, 0.12, 0.11, 0.03, -0.18, -0.02, 0.10],
  "orbital_gap_ev": 10.79
}

=====

model two is preferred energetically. Next in line: 0.1020 hartree higher.

=====

Model one:
{
  "formula": "C6H12N2S",
  "method": "ωB97M-V/def2-TZVPD",
  "symbols": ["C", "C", "C", "N", "C", "N", "H", "H", "H", "H", "H", "H", "C", "C", "S", "H", "H", "H", "H", "H", "H"],
  "xyz": [[-0.268, -2.306, -1.820], [-0.018, -2.160, -0.355], [1.004, -2.808, 0.393], [0.717, -2.448, 1.771], [-0.350, -1.547, 1.773], [-0.827, -1.418, 0.383], [-1.141, -1.705, -2.156], [-0.228, -3.242, -2.249], [0.600, -1.950, -2.349], [1.800, -3.512, 0.107], [1.210, -2.503, 2.560], [-0.674, -0.978, 2.538], [0.745, 1.532, 0.303], [0.655, 3.077, -0.038], [-0.882, 3.339, -0.992], [0.864, 1.109, -0.723], [-0.213, 0.988, 0.572], [1.479, 1.273, 1.111], [0.602, 3.713, 0.897], [1.564, 3.476, -0.339], [-1.575, 2.237, -0.713]],
  "lowdin_charge": [-0.05, -0.42, -0.01, 0.05, -0.07, 0.07, 0.09, 0.04, 0.07, 0.11, 0.08, 0.07, -0.20, -0.60, 0.66, 0.07, 0.03, 0.08, 0.06, 0.03, -0.16],
  "orbital_gap_ev": 9.24
}

=====

Model two:
{
  "formula": "C6H12N2S",
  "method": "ωB97M-V/def2-TZVPD",
  "symbols": ["C", "C", "C", "N", "C", "N", "H", "H", "H", "H", "H", "H", "C", "S", "C", "H", "H", "H", "H", "H", "H"],
  "xyz": [[2.483, 0.230, 1.689], [2.069, 0.495, 0.307], [0.909, 1.053, -0.306], [1.055, 0.856, -1.692], [2.171, 0.139, -1.922], [2.894, -0.096, -0.726], [1.893, -0.638, 1.936], [2.299, 0.951, 2.447], [3.542, -0.203, 1.841], [0.309, 1.797, 0.118], [0.422, 1.137, -2.384], [2.161, -0.268, -2.892], [-1.965, -1.088, 1.829], [-2.720, 0.002, 0.561], [-2.633, -0.978, -0.900], [-0.887, -1.323, 1.490], [-1.861, -0.410, 2.751], [-2.434, -2.054, 2.123], [-1.630, -1.338, -1.041], [-2.804, -0.283, -1.747], [-3.342, -1.817, -0.881]],
  "lowdin_charge": [-0.07, -0.32, -0.06, 0.02, -0.16, 0.08, 0.06, 0.06, 0.11, 0.08, 0.12, 0.09, -0.44, 0.70, -0.48, 0.04, 0.05, 0.04, 0.02, 0.04, 0.04],
  "orbital_gap_ev": 9.01
}

=====

model two is preferred energetically. Next in line: 0.0299 hartree higher.